# 1
A 11-piece molecular cluster, C17H45BrClN20O13P overall at a distorted geometry, computed with wB97M-V/def2-TZVPD.

The geometry in XYZ format:
```
98
C17H45BrClN20O13P (wB97M-V/def2-TZVPD)
O -1.239 0.692 -8.690
N -5.015 -5.702 1.571
N -1.767 5.027 -0.642
C 4.093 0.715 0.632
C -2.635 -3.249 3.199
H -4.341 -1.604 -2.909
O 5.806 -1.656 3.909
H 5.695 -2.031 0.058
H -3.377 1.679 -0.126
N 2.687 3.461 -1.494
C 5.604 -2.713 4.492
O -1.908 2.038 -2.923
O -5.340 -0.992 -5.090
N -3.958 1.166 -2.518
H 5.980 -3.849 6.203
C -2.788 1.730 -2.129
N -6.271 -3.053 -5.001
C 8.474 3.168 -0.063
H 2.768 1.804 3.810
H -5.789 -5.443 0.988
H 9.502 4.905 0.097
N -1.859 -3.714 2.193
H -0.053 2.688 -2.946
C 2.828 1.302 2.793
O 5.357 -1.727 -0.824
C -2.119 0.379 -7.902
N -0.473 5.788 1.078
H 6.711 -2.279 6.130
H -4.084 1.005 -3.506
H -4.024 -0.449 -7.665
H -5.864 2.287 4.760
H -4.586 -4.999 2.158
H 0.385 6.204 1.403
H 7.734 2.656 -1.947
H 7.411 1.550 -0.653
H -3.617 1.829 5.163
C -4.603 1.351 3.383
O 1.668 1.444 -1.687
H -1.524 -1.481 3.279
N -3.559 1.424 4.246
H 4.658 -4.573 4.431
N 0.710 3.266 -2.617
C -0.595 5.590 -0.258
H -6.416 -3.931 -4.537
H 8.944 4.597 -1.514
C 1.562 0.739 1.988
O -4.506 0.854 2.270
H -1.154 0.987 -6.230
N -3.288 -0.185 -8.297
H -3.411 -0.343 -9.283
H 2.717 4.449 -1.674
H -1.090 -3.200 1.803
C -4.497 -6.954 1.624
H -2.841 -1.631 4.397
N 4.836 -3.699 3.970
C 1.726 -0.244 0.713
H -1.897 4.862 -1.628
Cl 3.306 -3.696 0.319
C 5.499 1.150 2.968
N 6.133 -2.989 5.709
N -5.111 -7.858 0.817
H -2.498 4.770 -0.005
C -5.501 -2.055 -4.504
N -2.668 1.925 -0.794
C 3.049 -0.439 0.221
H -4.755 -8.800 0.828
H -6.562 1.839 3.239
H -5.041 -3.187 -2.812
Br 0.223 -1.187 -0.141
N 7.824 2.409 -0.979
H 3.434 3.036 -0.969
H -1.181 5.545 1.746
O 0.284 5.895 -1.051
H 5.656 0.077 3.396
H -4.691 0.905 -1.885
C 4.108 1.081 2.193
H -2.720 0.320 -5.902
P 3.630 -1.916 -0.804
C 1.688 2.648 -1.919
N -4.923 -2.323 -3.310
H -6.718 -2.890 -5.888
H -1.810 2.342 -0.467
O 8.569 2.845 1.112
H 0.701 4.250 -2.818
H -2.078 -4.627 1.823
N -2.007 0.570 -6.565
O -3.552 -7.247 2.340
H -2.678 1.046 3.934
N -2.290 -2.017 3.648
H 6.348 1.326 2.218
N 9.011 4.314 -0.553
O 0.416 1.020 2.432
H 5.500 1.876 3.845
N -5.764 1.874 3.851
H -5.888 -7.639 0.221
O 4.839 1.294 -0.207
O -3.571 -3.886 3.663
H 4.425 -3.532 3.065
```

Computed properties:
Gap between HOMO and LUMO   7.378 eV
Structure (SMILES)   CC1=CC(=O)C(Br)=C(P(O)Cl)C1=O.NC(N)=O.NC(N)=O.NC(N)=O.NC(N)=O.NC(N)=O.NC(N)=O.NC(N)=O.NC(N)=O.NC(N)=O.NC(N)=O
F_max   4.9 eV Å⁻¹
HOMO energy   -0.31839 Eh



# 2
C17H45NO7S6 as an isolated structure at a distorted geometry, computed with wB97M-V/def2-TZVPD.

The geometry in XYZ format:
```
76
C17H45NO7S6 (wB97M-V/def2-TZVPD)
H -0.728 -1.443 -0.969
H -1.148 4.323 -0.982
H 2.147 -3.863 -3.218
O 0.286 5.552 1.172
H 2.281 2.376 -0.222
C -0.590 -0.091 0.663
H 0.335 -0.300 -2.830
H 0.947 1.309 -2.572
H 0.638 0.253 -1.175
C 2.430 1.421 -0.726
H 4.295 2.122 -2.636
H -2.306 2.394 -3.777
C 0.260 2.805 0.928
H 0.168 3.665 -1.965
H -1.692 -5.077 4.026
H -1.118 -3.477 -0.976
C -1.561 1.618 -3.599
H -0.570 1.914 3.050
H 0.494 2.046 0.181
H 2.851 -2.226 0.016
H -3.538 3.085 3.011
H -2.374 0.881 1.659
C 2.115 -1.793 -0.661
H 1.657 -0.919 -0.197
C -0.093 4.430 -1.234
H 1.810 -5.113 -2.002
S 4.125 0.701 -0.612
H 2.130 1.392 -1.773
H 0.565 -5.053 1.034
S -1.374 1.252 -1.825
H -0.010 5.372 -1.776
H -3.114 -5.231 2.986
H -1.580 -6.112 2.598
C -1.250 -1.277 -0.027
H 4.936 2.870 -1.102
C 2.087 -4.069 -2.149
C -1.366 0.510 1.845
H -2.746 -2.988 -1.306
C -2.919 3.809 2.481
O -1.828 4.752 4.817
H -1.570 -2.088 -2.199
C 4.829 1.964 -1.699
C 0.442 -4.406 1.903
O -1.960 -3.769 0.640
C -1.757 -3.067 -1.758
O 4.652 1.017 0.787
S -1.266 -3.766 2.060
C 0.277 0.556 -2.158
C -0.852 2.494 3.929
H -0.824 2.917 0.970
H -2.725 3.426 1.478
H -0.662 2.099 -3.986
S -1.420 4.197 3.457
C -2.025 -5.199 2.995
S 0.951 4.454 0.317
H 1.242 -3.691 1.711
H 0.725 2.501 1.865
H -1.518 0.738 -4.241
H -0.838 1.365 2.267
H 2.537 -1.356 -1.565
C -2.053 -4.165 -2.762
O 0.570 0.394 0.397
H -3.430 4.768 2.564
H -1.646 -0.225 2.599
H -1.172 -2.194 0.557
H 1.734 0.719 -0.265
H -2.275 -1.011 -0.286
O -0.055 -2.335 -2.113
H 0.037 2.523 4.559
H -1.672 1.959 4.406
S 0.883 -3.048 -1.165
N -2.270 -5.038 -3.509
H 0.731 -4.953 2.801
H 5.862 1.645 -1.839
O -1.209 2.608 -1.133
H 3.074 -3.853 -1.741
```

Computed properties:
Gap between HOMO and LUMO   7.761 eV
ΔE to the lowest compared entry with this formula, charge and spin   299.3 kcal/mol
F_max   9.5 eV Å⁻¹
HOMO energy   -0.29970 Eh



# 3
A 7-piece molecular cluster, C17H46N2O11S6 overall at a distorted geometry, computed with wB97M-V/def2-TZVPD.

The geometry in XYZ format:
```
82
C17H46N2O11S6 (wB97M-V/def2-TZVPD)
S 1.238 4.756 -1.074
H -3.782 1.637 -0.051
H -1.406 2.660 -0.600
H -3.116 0.902 -1.884
H 2.729 0.336 -2.679
C 4.133 -1.281 2.731
H 3.536 -2.159 2.480
H -3.963 1.918 -5.816
S 3.330 -0.350 4.043
S -4.411 -0.034 -4.491
H -3.543 0.322 2.029
H 2.761 -2.546 4.832
H -7.690 0.488 4.005
H 4.218 -0.632 1.854
H 1.691 -1.067 -2.292
N -2.182 1.297 -1.904
C -7.326 1.236 4.710
C 3.306 -1.694 5.242
C -0.654 -0.300 0.509
H 3.317 5.201 0.032
H -0.537 5.289 0.420
H -6.232 0.841 -5.793
H -6.615 -0.733 -5.055
C -2.821 1.502 0.498
H 6.548 -6.798 -0.542
H -1.172 0.798 2.281
C 0.518 5.048 0.551
O -1.725 -1.540 -1.354
H 5.214 -2.106 -1.071
H 8.902 -5.833 -2.335
H 1.475 0.472 -1.419
H 4.329 -1.982 5.485
C 2.202 -0.194 -1.884
H 5.131 -1.584 3.053
H -7.532 2.003 2.013
H 2.805 -1.342 6.142
H 0.346 -0.527 0.941
C 2.885 4.338 -0.477
H 0.613 4.152 1.165
H 7.301 -6.399 -2.898
O -4.806 0.812 -3.329
H -3.333 -0.558 0.655
O -1.552 -1.172 2.651
O -0.747 -2.658 0.225
H 3.503 4.077 -1.335
C 4.400 -1.707 -1.670
H 2.829 3.486 0.202
S 3.342 -0.715 -0.606
H 6.608 -5.603 0.776
O -2.756 2.601 1.393
H 8.124 -6.245 0.100
O -5.076 1.366 3.306
H -2.489 1.227 -5.096
O 0.634 3.507 -1.605
C -1.572 -0.102 1.763
H 1.024 5.889 1.027
O -0.490 0.886 -0.260
H -6.858 0.740 5.558
H 7.980 -4.876 -3.519
C -5.848 -0.156 -5.570
H -3.374 2.412 2.125
H -0.653 -1.192 3.024
C 7.099 -5.952 -0.132
H -6.570 3.499 1.931
H -1.522 0.713 -2.404
O 1.918 -0.109 3.621
H -3.225 0.445 -6.515
H 3.826 -2.531 -2.089
C -1.072 -1.577 -0.282
H -7.987 3.423 3.003
C -7.157 2.854 2.583
C -1.694 1.587 -0.558
N -2.921 0.199 1.221
C 7.903 -5.526 -2.648
C -3.428 0.993 -5.595
S 7.116 -4.599 -1.320
H 4.808 -1.085 -2.469
O 4.130 0.490 -0.190
H -8.150 1.856 5.062
H -5.568 -0.667 -6.491
O 5.707 -4.349 -1.728
S -6.095 2.277 3.915
```

Computed properties:
Gap between HOMO and LUMO   7.030 eV
ΔE to the lowest compared entry with this formula, charge and spin   16.8 kcal/mol
F_max   2.8 eV Å⁻¹
HOMO energy   -0.24809 Eh



Result set for LUMO energy: -1.29 -0.39 0.28 eV, one per record in the order listed.